(1)
{"formula": "C66H52F10O4Pd", "method": "ωB97M-V/def2-TZVPD", "species": ["Pd", "C", "C", "C", "O", "C", "C", "C", "O", "O", "O", "H", "H", "F", "C", "C", "C", "C", "C", "C", "H", "H", "H", "H", "H", "F", "C", "C", "C", "C", "C", "C", "H", "H", "H", "H", "H", "F", "C", "C", "C", "C", "C", "C", "H", "H", "H", "H", "H", "F", "C", "C", "C", "C", "C", "C", "H", "H", "H", "H", "H", "F", "C", "C", "C", "C", "C", "C", "H", "H", "H", "H", "H", "F", "C", "C", "C", "C", "C", "C", "H", "H", "H", "H", "H", "F", "C", "C", "C", "C", "C", "C", "H", "H", "H", "H", "H", "F", "C", "C", "C", "C", "C", "C", "H", "H", "H", "H", "H", "F", "C", "C", "C", "C", "C", "C", "H", "H", "H", "H", "H", "F", "C", "C", "C", "C", "C", "C", "H", "H", "H", "H", "H"], "positions_angstrom": [[-29.04, 5.77, 10.18], [-24.91, 6.08, 11.25], [-26.19, 5.71, 10.99], [-27.00, 5.08, 12.18], [-28.26, 4.88, 11.94], [-26.45, 4.87, 13.42], [-25.12, 5.32, 13.67], [-24.34, 5.92, 12.54], [-23.21, 6.28, 12.74], [-24.61, 5.15, 14.73], [-26.85, 6.00, 9.96], [-24.30, 6.49, 10.46], [-26.96, 4.35, 14.21], [-30.59, 6.50, 11.95], [-31.64, 6.99, 12.65], [-31.76, 6.63, 13.98], [-32.79, 7.15, 14.74], [-33.69, 8.02, 14.12], [-33.59, 8.37, 12.78], [-32.55, 7.82, 12.03], [-30.99, 5.99, 14.40], [-32.91, 6.94, 15.79], [-34.60, 8.33, 14.63], [-34.34, 9.01, 12.36], [-32.46, 8.00, 10.96], [-20.95, 2.48, 13.54], [-20.60, 2.53, 12.21], [-20.66, 3.74, 11.54], [-20.12, 3.84, 10.28], [-19.57, 2.70, 9.70], [-19.55, 1.49, 10.36], [-20.08, 1.39, 11.64], [-21.06, 4.58, 12.11], [-20.05, 4.81, 9.80], [-19.13, 2.75, 8.71], [-19.24, 0.60, 9.82], [-19.96, 0.48, 12.20], [-24.39, 5.73, 5.90], [-23.83, 4.71, 6.61], [-23.14, 3.73, 5.93], [-22.60, 2.65, 6.63], [-22.87, 2.51, 7.97], [-23.58, 3.49, 8.65], [-24.04, 4.61, 7.98], [-23.01, 3.87, 4.86], [-22.02, 1.96, 6.03], [-22.43, 1.69, 8.53], [-23.77, 3.41, 9.71], [-24.61, 5.37, 8.51], [-22.40, 6.81, 16.15], [-22.07, 8.03, 15.82], [-21.08, 8.65, 16.55], [-20.75, 9.95, 16.24], [-21.47, 10.64, 15.27], [-22.39, 9.96, 14.47], [-22.66, 8.64, 14.73], [-20.58, 8.18, 17.38], [-19.96, 10.47, 16.76], [-21.19, 11.65, 15.01], [-22.96, 10.53, 13.75], [-23.33, 8.02, 14.14], [-30.51, 4.01, 10.44], [-30.98, 2.92, 9.80], [-31.18, 2.96, 8.45], [-31.71, 1.85, 7.82], [-31.83, 0.67, 8.53], [-31.49, 0.62, 9.87], [-31.10, 1.77, 10.53], [-31.01, 3.89, 7.91], [-31.90, 1.85, 6.76], [-32.19, -0.22, 8.03], [-31.50, -0.29, 10.45], [-30.81, 1.71, 11.57], [-28.39, 4.20, 8.81], [-27.82, 3.54, 7.73], [-27.72, 4.26, 6.55], [-27.04, 3.68, 5.50], [-26.57, 2.38, 5.55], [-26.70, 1.70, 6.76], [-27.32, 2.27, 7.87], [-28.06, 5.29, 6.54], [-27.01, 4.25, 4.58], [-26.02, 1.90, 4.76], [-26.36, 0.68, 6.88], [-27.43, 1.70, 8.78], [-28.31, 2.29, 15.78], [-29.35, 1.68, 15.23], [-30.24, 2.36, 14.44], [-31.38, 1.70, 13.96], [-31.60, 0.37, 14.28], [-30.61, -0.32, 14.95], [-29.51, 0.34, 15.47], [-30.15, 3.42, 14.20], [-32.07, 2.26, 13.34], [-32.47, -0.10, 13.84], [-30.78, -1.37, 15.18], [-28.79, -0.20, 16.07], [-22.07, 10.23, 11.46], [-21.81, 9.32, 10.54], [-21.11, 9.70, 9.43], [-20.73, 8.73, 8.51], [-21.07, 7.39, 8.71], [-21.89, 7.04, 9.77], [-22.29, 8.02, 10.66], [-20.85, 10.75, 9.33], [-20.20, 9.05, 7.63], [-20.76, 6.67, 7.95], [-22.28, 6.04, 9.90], [-22.92, 7.82, 11.52], [-28.58, 7.87, 11.15], [-28.10, 9.17, 11.18], [-29.00, 10.20, 10.98], [-28.55, 11.50, 11.01], [-27.19, 11.75, 11.22], [-26.30, 10.70, 11.39], [-26.78, 9.40, 11.45], [-30.05, 9.98, 10.82], [-29.19, 12.35, 10.85], [-26.82, 12.77, 11.16], [-25.25, 10.96, 11.48], [-26.09, 8.60, 11.74], [-25.75, 2.04, 14.55], [-26.15, 1.14, 13.65], [-27.17, 1.54, 12.81], [-27.59, 0.66, 11.83], [-27.05, -0.62, 11.76], [-25.98, -0.95, 12.58], [-25.50, -0.07, 13.54], [-27.63, 2.50, 12.94], [-28.45, 0.88, 11.19], [-27.36, -1.31, 10.99], [-25.52, -1.92, 12.40], [-24.72, -0.38, 14.22]], "mulliken_charge": [0.279, -0.804, 1.488, 0.177, -0.158, -0.354, -0.247, 0.846, -0.635, -0.612, -1.190, 0.198, 0.531, 0.589, 0.179, -0.169, -0.743, -0.398, -0.670, -0.428, 0.391, 0.416, 0.337, 0.388, 0.393, -0.332, 0.363, -0.481, -0.317, -0.497, -0.436, -0.500, 0.579, 0.392, 0.379, 0.377, 0.463, -0.437, -0.323, -0.335, -0.553, -0.830, -0.412, 0.366, 0.508, 0.430, 0.554, 0.691, 0.315, -0.218, -0.015, -0.444, -0.365, -0.739, -0.332, 0.400, 0.423, 0.357, 0.343, 0.377, 0.151, 0.217, 0.163, -0.660, -0.682, -0.652, -0.801, -0.073, 0.387, 0.413, 0.403, 0.491, 0.828, 0.273, 0.247, -0.699, -0.569, -0.696, -0.451, -0.199, 0.398, 0.396, 0.456, 0.401, 0.537, -0.356, 0.316, -0.154, -0.609, -0.579, -0.633, -0.282, 0.478, 0.578, 0.416, 0.414, 0.483, -0.250, -0.217, -0.369, -0.831, -0.775, 0.026, 0.348, 0.410, 0.360, 0.466, 0.820, 0.128, 0.359, 0.131, -0.801, -0.629, -0.648, -0.462, 0.202, 0.377, 0.385, 0.373, 0.455, 0.292, -0.287, 0.083, 0.808, -0.345, -0.946, -0.358, -0.961, 0.353, 0.235, 0.436, 0.381, 0.546], "charge": 0, "e_lumo_ev": [-0.579, -2.403], "spin_multiplicity": 3}

***

(2)
{"formula": "C66H61AsCsN3O3PTe", "method": "ωB97M-V/def2-TZVPD", "species": ["Cs", "O", "C", "C", "C", "C", "C", "C", "C", "P", "C", "C", "C", "C", "C", "C", "C", "C", "C", "C", "C", "C", "H", "H", "H", "H", "H", "H", "H", "H", "H", "H", "H", "H", "H", "H", "O", "C", "C", "C", "C", "C", "C", "C", "N", "C", "C", "N", "H", "H", "H", "H", "H", "H", "H", "C", "C", "O", "N", "Te", "C", "C", "C", "C", "C", "C", "C", "C", "C", "C", "C", "C", "C", "C", "C", "C", "C", "C", "H", "H", "H", "H", "H", "H", "H", "H", "H", "H", "H", "H", "H", "H", "H", "H", "H", "H", "H", "H", "H", "H", "H", "H", "H", "C", "C", "C", "C", "C", "C", "As", "C", "C", "C", "C", "C", "C", "C", "C", "C", "C", "C", "C", "H", "H", "H", "H", "H", "H", "H", "H", "H", "H", "H", "H", "H", "H", "H"], "positions_angstrom": [[-0.98, 1.19, 0.38], [0.32, 3.18, 1.05], [0.48, 2.63, 2.21], [0.48, 3.22, 3.50], [0.22, 4.49, 4.08], [0.45, 4.65, 5.45], [0.93, 3.60, 6.24], [1.19, 2.32, 5.66], [0.93, 2.15, 4.32], [1.05, 0.82, 3.04], [2.61, 1.04, 2.06], [3.01, 0.00, 1.32], [4.07, -0.03, 0.30], [4.81, 0.98, -0.14], [4.75, 2.39, 0.41], [3.25, 2.41, 1.98], [1.89, -0.50, 4.33], [0.97, -1.26, 5.07], [1.37, -2.25, 5.97], [2.72, -2.52, 6.16], [3.66, -1.79, 5.44], [3.24, -0.80, 4.55], [-0.14, 5.32, 3.48], [0.28, 5.62, 5.91], [1.12, 3.76, 7.30], [1.56, 1.50, 6.27], [2.50, -0.94, 1.49], [4.24, -1.00, -0.18], [5.54, 0.80, -0.92], [5.50, 3.03, -0.05], [2.82, 3.08, 2.71], [-0.09, -1.07, 4.90], [0.62, -2.81, 6.52], [3.04, -3.30, 6.85], [4.72, -1.99, 5.58], [4.00, -0.23, 4.00], [-3.12, 0.78, -0.50], [-4.10, 1.22, -1.22], [-5.21, 1.89, -0.63], [-6.26, 2.36, -1.38], [-6.28, 2.21, -2.78], [-5.21, 1.59, -3.38], [-4.12, 1.09, -2.64], [-2.96, 0.53, -3.37], [-1.70, 0.48, -2.99], [-0.98, 0.01, -4.07], [-1.81, -0.27, -5.11], [-3.07, 0.06, -4.66], [-5.21, 1.97, 0.45], [-7.09, 2.86, -0.88], [-7.10, 2.60, -3.37], [-5.18, 1.53, -4.46], [0.09, -0.11, -4.03], [-1.64, -0.67, -6.10], [-3.93, -0.07, -5.14], [-4.11, -0.54, 2.98], [-4.16, -1.01, 1.54], [-5.17, -0.78, 0.85], [-3.05, -1.71, 1.19], [-2.56, -1.86, -0.69], [-3.37, -3.65, -1.70], [-4.62, -4.25, -1.51], [-5.69, -3.76, -0.57], [-4.93, -5.42, -2.22], [-4.06, -5.99, -3.12], [-4.41, -7.26, -3.87], [-2.84, -5.36, -3.33], [-2.48, -4.21, -2.65], [-1.12, -3.61, -2.95], [-0.94, -3.09, 0.03], [-1.16, -4.22, 0.85], [-2.52, -4.81, 1.18], [-0.06, -4.85, 1.42], [1.24, -4.41, 1.22], [2.41, -5.05, 1.92], [1.44, -3.32, 0.39], [0.37, -2.65, -0.20], [0.69, -1.42, -1.00], [-4.74, -1.20, 3.59], [-4.53, 0.47, 3.03], [-3.10, -0.55, 3.37], [-5.47, -2.82, -0.08], [-5.89, -4.51, 0.21], [-6.62, -3.62, -1.12], [-5.90, -5.89, -2.05], [-5.39, -7.64, -3.55], [-3.67, -8.04, -3.69], [-4.45, -7.09, -4.94], [-2.14, -5.78, -4.05], [-0.74, -4.00, -3.90], [-0.39, -3.86, -2.17], [-1.15, -2.52, -3.04], [-3.30, -4.07, 1.20], [-2.47, -5.27, 2.18], [-2.78, -5.59, 0.46], [-0.23, -5.70, 2.07], [2.12, -5.99, 2.39], [2.79, -4.39, 2.71], [3.23, -5.24, 1.23], [2.44, -2.94, 0.22], [1.67, -1.51, -1.48], [0.75, -0.56, -0.33], [-0.06, -1.19, -1.76], [4.77, 2.03, -4.75], [3.69, 1.18, -4.54], [2.94, 1.29, -3.37], [3.23, 2.25, -2.40], [4.32, 3.10, -2.63], [5.08, 2.99, -3.79], [1.99, 2.32, -0.82], [3.31, 3.03, 0.51], [3.30, 4.54, 0.62], [4.12, 5.29, 1.36], [5.21, 4.83, 2.25], [5.50, 3.56, 2.54], [4.81, 2.36, 1.97], [1.03, 3.82, -1.69], [1.61, 4.98, -2.22], [0.85, 5.90, -2.93], [-0.51, 5.67, -3.16], [-1.09, 4.52, -2.66], [-0.32, 3.61, -1.93], [5.36, 1.95, -5.66], [3.42, 0.44, -5.28], [2.11, 0.61, -3.20], [4.58, 3.85, -1.90], [5.92, 3.65, -3.95], [2.48, 5.05, 0.14], [3.93, 6.36, 1.37], [5.79, 5.61, 2.73], [6.32, 3.38, 3.23], [5.22, 1.44, 2.38], [2.66, 5.18, -2.09], [1.32, 6.79, -3.32], [-1.10, 6.38, -3.72], [-2.14, 4.31, -2.82], [-0.80, 2.72, -1.55]], "mulliken_charge": [3.406, -0.974, 1.595, -0.902, -0.872, -0.521, -0.874, -0.704, 0.271, -0.110, 0.542, -0.725, -0.649, -1.725, 0.034, -1.037, 0.409, -0.558, -0.664, -0.454, -0.619, -0.007, 0.481, 0.345, 0.357, 0.408, 0.474, 0.356, 0.259, 0.772, 0.611, 0.321, 0.365, 0.321, 0.364, 0.160, 0.009, -0.495, -0.477, -0.535, -0.904, -0.860, 0.415, 0.059, 1.007, -0.297, -1.141, 0.036, 0.366, 0.387, 0.366, 0.318, 0.271, 0.441, 0.208, -1.256, 0.967, -0.701, -0.276, -0.031, -0.022, 1.397, -1.898, -0.793, 0.885, -1.640, -0.775, 1.134, -1.350, 0.583, 1.426, -1.869, -0.635, 0.533, -1.576, -0.531, 0.585, 0.841, 0.319, 0.315, 0.167, -0.080, 0.361, 0.549, 0.290, 0.341, 0.335, 0.332, 0.367, 0.497, 0.425, -0.345, 0.104, 0.493, 0.266, 0.323, 0.373, 0.279, 0.369, 0.269, 0.701, -2.084, -0.498, -0.645, -0.582, -0.584, 0.893, -0.604, -0.949, 0.610, 1.489, -0.802, -0.978, -0.854, -1.323, 0.283, 0.887, 0.202, -1.000, -0.695, -0.839, 0.173, 0.354, 0.432, -0.098, 0.425, 0.418, 0.329, 0.392, 0.350, 0.374, 0.730, 0.263, 0.389, 0.368, 0.489, -0.993], "charge": -2, "e_lumo_ev": [3.310, 3.309], "spin_multiplicity": 2}

***

(3)
{"formula": "C66H64BF2N4O5P2S2Ti", "method": "ωB97M-V/def2-TZVPD", "species": ["Ti", "O", "C", "C", "C", "C", "C", "C", "C", "O", "N", "N", "C", "C", "C", "C", "C", "C", "C", "O", "H", "H", "H", "H", "H", "H", "H", "H", "H", "H", "C", "C", "C", "C", "C", "C", "C", "S", "O", "C", "C", "C", "C", "C", "C", "C", "C", "C", "C", "C", "C", "C", "C", "C", "C", "C", "C", "C", "C", "S", "O", "C", "C", "C", "C", "C", "C", "C", "H", "H", "H", "H", "H", "H", "H", "H", "H", "H", "H", "H", "H", "H", "H", "H", "H", "H", "H", "H", "H", "H", "H", "H", "H", "H", "C", "P", "C", "N", "C", "C", "C", "C", "C", "C", "N", "C", "P", "C", "C", "C", "C", "C", "C", "C", "C", "C", "H", "H", "H", "H", "H", "H", "H", "H", "H", "H", "H", "H", "H", "H", "H", "H", "H", "H", "H", "H", "H", "H", "H", "H", "H", "H", "H", "H", "F", "B", "F"], "positions_angstrom": [[1.46, 0.20, 0.74], [-1.55, -4.15, 0.35], [-2.41, -3.15, 0.62], [-3.78, -3.39, 0.50], [-4.69, -2.40, 0.79], [-4.27, -1.14, 1.21], [-2.92, -0.88, 1.30], [-1.98, -1.87, 1.01], [-0.57, -1.50, 1.06], [-0.25, -0.26, 1.13], [0.37, -2.42, 1.02], [1.62, -1.85, 0.98], [2.62, -2.63, 0.74], [3.93, -2.15, 0.41], [4.97, -3.04, 0.12], [6.19, -2.59, -0.32], [6.41, -1.22, -0.48], [5.40, -0.31, -0.21], [4.15, -0.75, 0.25], [3.20, 0.12, 0.51], [-0.64, -3.83, 0.53], [-4.10, -4.37, 0.19], [-5.75, -2.61, 0.69], [-4.99, -0.38, 1.45], [-2.56, 0.09, 1.60], [2.46, -3.71, 0.70], [4.81, -4.10, 0.26], [6.98, -3.29, -0.54], [7.37, -0.86, -0.80], [5.56, 0.75, -0.33], [5.50, -1.26, -6.44], [4.56, -1.31, -5.28], [4.59, -2.39, -4.39], [3.67, -2.47, -3.36], [2.72, -1.48, -3.20], [2.73, -0.36, -4.02], [3.63, -0.30, -5.06], [1.58, -1.78, -1.84], [1.24, -0.43, -1.22], [0.10, -2.35, -2.72], [-0.16, -3.70, -2.41], [-1.28, -4.31, -2.87], [-2.22, -3.59, -3.64], [-3.43, -4.18, -4.07], [-4.33, -3.47, -4.80], [-4.07, -2.13, -5.13], [-2.91, -1.53, -4.73], [-1.95, -2.24, -3.98], [-0.75, -1.63, -3.51], [-0.53, -0.23, -3.94], [-0.09, 0.02, -5.27], [0.32, -1.01, -6.14], [0.74, -0.73, -7.41], [0.76, 0.60, -7.88], [0.38, 1.62, -7.05], [-0.05, 1.36, -5.74], [-0.44, 2.40, -4.87], [-0.82, 2.14, -3.58], [-0.85, 0.82, -3.11], [-1.26, 0.51, -1.40], [-0.08, 3.54, -0.83], [-3.00, 0.97, -1.43], [-3.44, 2.22, -1.04], [-4.80, 2.49, -1.03], [-5.72, 1.52, -1.42], [-7.19, 1.82, -1.41], [-5.26, 0.27, -1.82], [-3.90, 0.00, -1.82], [6.09, -2.17, -6.52], [6.19, -0.42, -6.33], [4.96, -1.12, -7.37], [5.33, -3.16, -4.52], [3.68, -3.32, -2.69], [2.03, 0.44, -3.85], [3.61, 0.55, -5.73], [0.56, -4.23, -1.80], [-1.47, -5.35, -2.64], [-3.62, -5.21, -3.81], [-5.26, -3.93, -5.13], [-4.79, -1.57, -5.70], [-2.72, -0.50, -4.99], [0.31, -2.04, -5.79], [1.06, -1.52, -8.07], [1.07, 0.80, -8.89], [0.40, 2.64, -7.40], [-0.42, 3.41, -5.24], [-1.11, 2.95, -2.92], [-2.73, 2.98, -0.74], [-5.16, 3.46, -0.73], [-7.36, 2.89, -1.34], [-7.67, 1.33, -0.56], [-7.65, 1.45, -2.32], [-5.96, -0.49, -2.13], [-3.54, -0.98, -2.11], [3.75, 0.17, 3.48], [1.92, 0.16, 3.31], [1.57, 1.80, 4.08], [2.62, 2.40, 4.58], [2.48, 3.64, 5.08], [3.57, 4.30, 5.68], [3.41, 5.57, 6.16], [2.17, 6.23, 6.07], [1.09, 5.62, 5.49], [1.23, 4.31, 4.98], [0.18, 3.68, 4.43], [0.31, 2.45, 4.01], [-1.17, 1.59, 3.33], [-1.66, 2.88, 2.11], [-2.44, 1.99, 4.72], [-2.75, 3.47, 4.90], [-3.71, 1.24, 4.33], [-1.92, 1.43, 6.05], [1.41, -1.14, 4.61], [1.55, -0.54, 6.01], [-0.03, -1.60, 4.36], [2.32, -2.36, 4.47], [4.04, 0.30, 4.52], [4.12, 1.01, 2.90], [4.17, -0.75, 3.07], [4.51, 3.79, 5.76], [4.23, 6.09, 6.62], [2.07, 7.23, 6.46], [0.13, 6.10, 5.41], [-1.01, 2.80, 1.24], [-2.69, 2.70, 1.81], [-1.56, 3.88, 2.55], [-3.29, 3.87, 4.04], [-1.83, 4.04, 5.03], [-3.37, 3.61, 5.78], [-4.17, 1.68, 3.45], [-4.45, 1.29, 5.14], [-3.51, 0.19, 4.13], [-1.03, 1.96, 6.38], [-1.69, 0.37, 5.97], [-2.67, 1.55, 6.82], [0.83, 0.25, 6.17], [2.55, -0.14, 6.16], [1.38, -1.31, 6.77], [-0.69, -0.75, 4.22], [-0.40, -2.18, 5.21], [-0.08, -2.23, 3.48], [3.33, -2.15, 4.82], [2.36, -2.69, 3.43], [1.93, -3.17, 5.07], [1.26, 1.91, 1.14], [0.83, 2.78, -0.91], [1.87, 2.06, -1.20]], "mulliken_charge": [-2.235, -0.726, 0.651, -0.704, -0.842, -0.432, 0.154, 0.237, -0.003, 2.297, -0.968, 1.553, -0.621, 0.919, -0.838, -0.791, -0.775, -0.630, 0.440, -0.093, 0.388, 0.534, 0.458, 0.559, -0.809, 0.285, 0.525, 0.488, 0.466, 0.590, -1.488, 1.051, -1.362, -0.886, 0.684, -0.059, -1.124, 0.206, 1.234, 1.182, -0.589, -1.191, 0.838, -0.942, -0.766, -0.948, -0.467, 0.592, -0.822, -1.108, 1.034, -0.858, -0.871, -0.826, -0.906, 1.147, -1.627, -0.758, 1.325, 1.862, -0.403, -0.585, -0.794, -1.059, 1.073, -1.556, -1.212, -0.416, 0.384, 0.335, 0.345, 0.377, 0.486, 0.745, 0.507, 0.443, 0.416, 0.502, 0.437, 0.497, 0.499, 0.502, 0.492, 0.430, 0.500, 0.434, 0.681, 0.529, 0.412, 0.402, 0.281, 0.382, 0.488, 0.735, -2.201, 2.956, -0.246, -0.215, 0.185, -0.592, -0.589, -0.601, -0.627, 0.107, 0.053, -1.115, 0.952, -1.312, 1.918, -1.750, -1.733, -1.756, 2.114, -1.718, -1.643, -1.733, 0.658, 0.443, 0.378, 0.490, 0.414, 0.414, 0.502, -0.163, 0.205, 0.768, 0.313, 0.147, 0.544, 0.283, 0.525, 0.321, 0.293, 0.300, 0.596, 0.256, 0.255, 0.572, -0.033, 0.594, 0.223, 0.342, 0.191, 0.498, -0.707, 0.176, -0.177], "charge": 1, "e_lumo_ev": -3.393, "spin_multiplicity": 1}

***

no.,molar mass (g/mol)
1,1205.538
2,1310.633
3,1216.018